(1)
Entry from the OMol25 dataset: a structure of composition C12H10ClFeIN2O2Se (ωB97M-V/def2-TZVPD).

Structure (XYZ):
```
30
Properties=species:S:1:pos:R:3:forces:R:3
Fe 0.17706 -1.80518 -0.98402 -0.654 0.570 0.303
N -3.71030 -0.86101 -2.10243 0.005 -0.018 0.029
C -2.54845 -1.22303 -1.50194 -0.039 0.007 -0.024
O -1.60008 -1.60943 -2.18347 0.210 0.138 0.076
C -2.44435 -1.12375 -0.00576 -0.024 0.015 -0.019
C -1.23982 -1.94250 0.43600 -0.097 -0.069 0.181
H -3.74698 -0.83416 -3.10652 -0.006 -0.013 0.004
H -4.46259 -0.47556 -1.56359 -0.010 -0.018 -0.009
H -3.41860 -1.37089 0.44325 0.002 -0.022 -0.020
H -2.27821 -0.06147 0.21409 0.020 0.018 -0.024
H -1.52028 -3.00250 0.50947 -0.007 -0.005 0.076
H -0.88982 -1.61712 1.41971 -0.074 -0.034 0.043
Cl 2.91835 3.44055 2.44134 -0.007 -0.039 -0.008
C 2.49494 1.84710 1.84600 -0.022 0.028 -0.019
C 3.06096 0.73698 2.41812 0.039 -0.047 0.011
C 2.75990 -0.55085 1.97161 -0.072 0.081 0.000
I 3.64933 -2.19457 2.87635 0.030 -0.069 0.028
C 1.85558 -0.78522 0.92058 -0.049 0.144 -0.048
O 1.53008 -1.91289 0.45458 0.297 -0.155 0.017
C 1.27068 0.41240 0.34226 0.022 -0.015 0.015
N 0.40890 0.17653 -0.67766 -0.023 -0.367 -0.045
C -0.13980 1.18485 -1.31381 -0.006 0.197 -0.022
C 0.10932 2.52025 -0.94489 -0.028 -0.152 -0.038
C 0.95356 2.78511 0.09552 0.057 0.045 0.060
C 1.58190 1.71658 0.77768 -0.024 0.061 -0.019
H 3.76373 0.86431 3.23111 -0.006 0.002 0.003
H -0.78350 0.94018 -2.15001 -0.010 -0.030 0.020
H -0.36966 3.32111 -1.49243 0.006 0.003 -0.005
H 1.16220 3.80196 0.40009 -0.001 -0.002 -0.003
Se 1.45592 -2.37779 -2.77124 0.473 -0.255 -0.559
```
Positions in Å, forces in eV/Å.

**HOMO energy (alpha / beta)**: -3.717 / -3.192 eV
**Total energy**: -140039.658 eV
**Spin multiplicity**: 2
**Strongest force on any atom**: 0.9 eV/Å
**Molecular weight**: 511.39 g mol⁻¹
**Total charge**: -1
**⟨S²⟩**: 1.16
**Orbital gap (alpha / beta)**: 0.2343 / 0.2147 hartree

---

(2)
Entry from the OMol25 dataset: a cluster of 11 separate species, C2H23O12 in total in a non-equilibrium geometry (ωB97M-V/def2-TZVPD).

Structure (XYZ):
```
37
Properties=species:S:1:pos:R:3:forces:R:3
C -15.45253 17.95338 -27.35183 -1.195 -1.047 0.023
C -15.17730 19.17008 -28.25378 2.022 0.073 1.470
O -14.30157 18.83794 -29.09558 -0.283 0.528 -1.172
O -15.50600 20.33161 -27.89798 -0.593 -0.553 -0.507
H -15.56639 17.05154 -27.95332 0.238 0.032 -0.393
H -16.35313 17.90099 -26.74004 -0.067 0.753 0.301
H -14.58726 17.74367 -26.72301 0.071 0.383 0.067
O -13.70894 24.50905 -26.68282 0.294 0.119 0.008
H -14.22873 23.87949 -27.18254 -0.171 -0.345 -0.175
H -14.34467 24.95394 -26.12233 -0.133 0.103 0.132
O -9.93155 18.62165 -29.75673 0.227 -0.253 0.116
H -9.47308 19.16449 -30.39810 0.112 0.120 -0.125
H -10.85715 18.82964 -29.88418 -0.458 0.067 0.083
O -10.98461 15.39578 -27.87604 0.065 -0.375 0.001
H -11.54231 15.98087 -27.36332 -0.225 0.194 0.083
H -10.39359 15.98131 -28.34941 0.151 0.265 -0.162
O -12.07360 20.76967 -24.58234 0.310 -0.067 0.158
H -12.40405 21.43566 -25.18524 -0.128 0.124 -0.287
H -12.73598 20.72000 -23.89313 -0.185 -0.069 0.105
O -13.94849 15.72267 -31.16936 -0.168 -0.360 -0.328
H -13.04713 15.44018 -31.01450 0.193 -0.064 0.126
H -13.99802 16.59370 -30.77557 -0.151 0.526 0.398
O -18.90645 20.77860 -23.39123 -0.193 -0.083 0.243
H -18.61277 20.65835 -24.29430 0.061 -0.068 -0.333
H -18.31745 21.44309 -23.03380 0.130 0.141 0.063
O -19.22902 22.72080 -27.40751 -0.225 0.081 0.233
H -19.43725 23.35927 -28.08959 -0.063 0.110 -0.165
H -18.30803 22.50499 -27.55390 0.363 -0.284 -0.075
O -17.44109 13.96690 -30.02022 -0.214 -0.082 0.194
H -17.86705 13.50084 -30.73965 -0.109 -0.077 -0.157
H -16.54160 14.09959 -30.31945 0.382 0.213 -0.045
O -14.88284 20.91709 -33.51206 0.000 0.159 -0.349
H -14.60969 21.12196 -32.61783 0.076 0.050 0.314
H -15.23558 20.02891 -33.45771 -0.074 -0.223 0.085
O -12.56976 23.17925 -30.43067 0.099 0.138 -0.293
H -12.39672 23.75978 -29.68954 0.036 0.150 0.202
H -12.93144 22.38624 -30.03501 -0.195 -0.379 0.162
```
Positions in Å, forces in eV/Å.

**Relative energy (zero: lowest compared OMol25 entry of this formula, charge and spin)**: 66.2 kcal per mole
**HOMO energy**: -4.998 eV
**Total energy**: -27019.014 eV
**Strongest force on any atom**: 2.5 eV/Å
**Molecular weight**: 239.19 g mol⁻¹
**Total charge**: -1
**Orbital gap**: 0.2695 hartree